Entry from the Open Molecules 2025 dataset: a cluster of 2 separate species, C6H5NO2S3 in total in a non-equilibrium geometry (ωB97M-V/def2-TZVPD).

Cartesian coordinates (Å):
1 C 1.6105 0.1676 0.1032
2 C 0.3384 0.4188 -0.5973
3 C 1.7037 0.8291 1.2617
4 C -0.5299 1.1449 0.1378
5 C -1.9866 -1.4781 0.2372
6 C -2.8823 0.5303 0.0909
7 N -1.9382 1.3579 0.0450
8 O -0.0586 -3.1781 0.6006
9 O -0.0554 -1.2189 2.1306
10 S -4.4189 0.4490 0.1248
11 S 0.2902 1.7354 1.6173
12 S -0.5005 -1.8373 0.9063
13 H 2.4551 -0.3723 -0.4038
14 H 0.0251 0.0756 -1.6400
15 H 2.4086 0.8937 2.0932
16 H -2.1701 -2.0515 -0.6899
17 H -2.3133 2.4185 0.1283

Values from the calculation:
Molar mass in g/mol: 219.3
Total energy in eV: -44385.5463
Charge: 0
2S+1: 3
Kohn-Sham gap (alpha / beta) in eV: 6.24 / 6.74

Here are the natural (NBO) charges for atoms 1 to 5, given in e:
1 C -0.266
2 C -0.265
3 C -0.359
4 C -0.042
5 C -0.521

Entry from the Open Molecules 2025 dataset: the molecule C6H5NO3 in a non-equilibrium geometry (ωB97M-V/def2-TZVPD).

Cartesian coordinates (Å):
1 C 0.0940 1.0784 -0.2218
2 C -1.3022 0.9300 -0.1101
3 C -1.8604 -0.3404 0.0403
4 C -1.1013 -1.4644 0.0526
5 C 0.2493 -1.4169 -0.0933
6 C 0.7501 -0.1574 -0.0541
7 H 0.0969 2.9737 0.2128
8 H -1.9640 1.8019 -0.2293
9 H -3.0054 -0.3683 0.1924
10 H -1.7327 -2.3350 0.2819
11 H 0.8982 -2.2574 0.1140
12 N 2.3264 -0.2124 -0.0790
13 O 0.7476 2.2908 -0.1492
14 O 2.8632 -1.2651 -0.2922
15 O 2.9404 0.7425 0.3352

Values from the calculation:
Molar mass in g/mol: 139.1
Total energy in eV: -13931.6387
SMILES: O=[N+]([O-])c1ccccc1O
Charge: 0
Relative energy (zero: lowest compared OMol25 entry of this formula, charge and spin) in kcal per mole: 100.94
Kohn-Sham gap in eV: 9.66

Here are the natural (NBO) charges for atoms 1 to 5, given in e:
1 C 0.298
2 C -0.273
3 C -0.176
4 C -0.237
5 C -0.194

Entry from the Open Molecules 2025 dataset: a cluster of 2 separate species, C6H5NO5 in total in a non-equilibrium geometry (ωB97M-V/def2-TZVPD).

Cartesian coordinates (Å):
1 C -2.0172 -0.5439 -0.8970
2 C -0.7661 -0.1336 -0.9745
3 C 1.9551 2.9803 1.7352
4 C 1.5843 0.1867 -0.3887
5 C 0.0963 -1.3532 1.0634
6 C 0.3136 -0.4539 -0.0295
7 N 2.9671 2.4131 1.4778
8 O 2.6029 0.0559 0.6478
9 O 1.1460 -1.5462 1.8484
10 O 1.1021 3.8182 1.9665
11 O 1.8418 0.7361 -1.5118
12 O -0.9353 -1.9442 1.3902
13 H -2.7103 -0.2634 -1.6113
14 H -2.2202 -1.3348 -0.1823
15 H -0.3574 0.4123 -1.8920
16 H 1.9138 -0.7819 1.4585
17 H 2.6782 1.0492 0.9073

Values from the calculation:
Molar mass in g/mol: 171.1
Total energy in eV: -18030.6868
Charge: -2
Relative energy (zero: lowest compared OMol25 entry of this formula, charge and spin) in kcal per mole: 0.00
Kohn-Sham gap in eV: 6.55

Here are the natural (NBO) charges for atoms 1 to 5, given in e:
1 C -0.567
2 C -0.137
3 C 0.681
4 C 0.753
5 C 0.753

Entry from the Open Molecules 2025 dataset: the molecule C6H5NOS in a non-equilibrium geometry (ωB97M-V/def2-TZVPD).

Cartesian coordinates (Å):
1 C -2.0905 -1.0021 0.0015
2 C 2.1766 -0.4364 -0.6212
3 C 0.8504 -0.8161 -0.7731
4 C 2.1521 0.6587 0.2837
5 C 0.1025 -0.0297 0.1358
6 C -1.3248 0.0842 0.5633
7 N -2.7130 -1.9207 -0.2619
8 O 0.9159 0.7629 0.8113
9 S -2.1086 1.6300 -0.2631
10 H 2.8000 -0.5895 -1.5175
11 H 0.6228 -1.6519 -1.4212
12 H 3.0704 1.1788 0.6285
13 H -1.4013 0.2258 1.7178
14 H -3.0525 1.9060 0.7161

Values from the calculation:
Molar mass in g/mol: 139.2
Total energy in eV: -20673.4435
SMILES: N#C[C@H](S)c1ccco1
Charge: 0
Relative energy (zero: lowest compared OMol25 entry of this formula, charge and spin) in kcal per mole: 20.04
Kohn-Sham gap in eV: 9.26

Here are the natural (NBO) charges for atoms 1 to 5, given in e:
1 C 0.260
2 C -0.321
3 C -0.285
4 C 0.092
5 C 0.241

Entry from the Open Molecules 2025 dataset: the molecule C6H6 in a non-equilibrium geometry (ωB97M-V/def2-TZVPD).

Cartesian coordinates (Å):
1 C -1.4794 0.6487 0.2830
2 C -0.7094 -0.6588 0.0565
3 C 0.7010 -0.3632 -0.3838
4 C 1.4839 -0.1737 -1.5058
5 C 2.3357 0.8733 -0.7959
6 C 1.9808 -0.0647 0.2034
7 H -2.4994 0.4526 0.6282
8 H -0.9717 1.2606 1.0335
9 H -1.5336 1.2195 -0.6481
10 H -1.2367 -1.2733 -0.6878
11 H -0.6879 -1.2489 0.9827
12 H 2.6166 -0.6721 0.8342

Values from the calculation:
Molar mass in g/mol: 78.1
Total energy in eV: -6312.5529
Charge: 0
Relative energy (zero: lowest compared OMol25 entry of this formula, charge and spin) in kcal per mole: 153.29
Kohn-Sham gap in eV: 8.54

Here are the natural (NBO) charges for atoms 1 to 5, given in e:
1 C -0.594
2 C -0.450
3 C 0.086
4 C -0.151
5 C 0.064

Entry from the Open Molecules 2025 dataset: the molecule C6H6 in a non-equilibrium geometry (ωB97M-V/def2-TZVPD).

Cartesian coordinates (Å):
1 C 0.1312 -2.5551 -0.7845
2 C 0.0270 -1.0963 -0.5839
3 C -0.0310 0.1116 -0.5285
4 C -0.3329 1.5485 -0.3116
5 C -0.3243 1.8519 1.1190
6 C 0.1670 2.1597 2.1723
7 H 0.6759 -3.0712 0.0144
8 H -0.8509 -3.0365 -0.8614
9 H 0.6615 -2.7569 -1.7198
10 H -1.2199 1.8307 -0.8893
11 H 0.4117 2.3254 -0.5587
12 H 0.6847 2.6882 2.9319

Values from the calculation:
Molar mass in g/mol: 78.1
Total energy in eV: -6314.9878
SMILES: C#CCC#CC
Charge: 0
Relative energy (zero: lowest compared OMol25 entry of this formula, charge and spin) in kcal per mole: 97.14
Kohn-Sham gap in eV: 10.49

Here are the natural (NBO) charges for atoms 1 to 5, given in e:
1 C -0.679
2 C 0.008
3 C -0.014
4 C -0.541
5 C 0.009

Entry from the Open Molecules 2025 dataset: the molecule C6H6 in a non-equilibrium geometry (ωB97M-V/def2-TZVPD).

Cartesian coordinates (Å):
1 C -0.2821 1.0236 1.1642
2 C 0.1847 -0.2546 0.4750
3 C -0.8752 -0.9141 -0.2119
4 C -1.6303 -1.4342 -0.9743
5 C 1.1733 0.0008 -0.5126
6 C 1.8528 0.1111 -1.4850
7 H -0.7064 1.7224 0.4385
8 H -1.0462 0.7832 1.9064
9 H 0.5628 1.5053 1.6611
10 H 0.6058 -0.9500 1.2023
11 H -2.4288 -1.9119 -1.4617
12 H 2.5894 0.3184 -2.2021

Values from the calculation:
Molar mass in g/mol: 78.1
Total energy in eV: -6315.1023
SMILES: C#CC(C)C#C
Charge: 0
Relative energy (zero: lowest compared OMol25 entry of this formula, charge and spin) in kcal per mole: 94.50
Kohn-Sham gap in eV: 10.83

Here are the natural (NBO) charges for atoms 1 to 5, given in e:
1 C -0.569
2 C -0.402
3 C 0.025
4 C -0.225
5 C 0.025

Entry from the Open Molecules 2025 dataset: the molecule C6H6 (ωB97M-V/def2-TZVPD).

Cartesian coordinates (Å):
1 C -2.4308 0.7260 0.2929
2 C -1.2192 -0.0503 0.0338
3 C -0.2042 -0.6648 -0.1705
4 C 1.1319 -1.2456 -0.3722
5 C 2.1325 -0.1905 -0.1467
6 C 2.8506 0.7502 0.0692
7 H -2.6856 0.7039 1.3571
8 H -2.2828 1.7721 0.0043
9 H -3.2813 0.3338 -0.2722
10 H 1.2292 -1.6566 -1.3848
11 H 1.2989 -2.0805 0.3198
12 H 3.4608 1.6025 0.2695

Values from the calculation:
Molar mass in g/mol: 78.1
Total energy in eV: -6315.5290
SMILES: C#CCC#CC
Charge: 0
Relative energy (zero: lowest compared OMol25 entry of this formula, charge and spin) in kcal per mole: 84.66
Kohn-Sham gap in eV: 10.57

Here are the natural (NBO) charges for atoms 1 to 5, given in e:
1 C -0.683
2 C 0.025
3 C -0.028
4 C -0.534
5 C 0.001

Entry from the Open Molecules 2025 dataset: the molecule C6H6 in a non-equilibrium geometry (ωB97M-V/def2-TZVPD).

Cartesian coordinates (Å):
1 C -1.8842 0.7251 0.1521
2 C -1.2602 -0.6660 0.0313
3 C 0.1440 -0.5318 -0.1862
4 C 1.2416 -0.1907 -0.5407
5 C 2.5462 0.1355 -0.3413
6 C 3.6734 -0.0317 0.0457
7 H -2.9622 0.6163 0.2608
8 H -1.4829 1.2638 1.0177
9 H -1.6659 1.3274 -0.7372
10 H -1.6091 -1.1963 -0.8572
11 H -1.4369 -1.2838 0.9164
12 H 4.6963 -0.1677 0.2385

Values from the calculation:
Molar mass in g/mol: 78.1
Total energy in eV: -6315.2188
SMILES: C#CC#CCC
Charge: 0
Relative energy (zero: lowest compared OMol25 entry of this formula, charge and spin) in kcal per mole: 91.81
Kohn-Sham gap in eV: 10.04

Here are the natural (NBO) charges for atoms 1 to 5, given in e:
1 C -0.586
2 C -0.492
3 C 0.117
4 C -0.133
5 C -0.072

Entry from the Open Molecules 2025 dataset: the molecule C6H6 in a non-equilibrium geometry (ωB97M-V/def2-TZVPD).

Cartesian coordinates (Å):
1 C -1.0008 0.1669 2.7939
2 C -0.2566 0.0416 1.8561
3 C 0.6088 -0.0898 0.6807
4 C -0.0198 0.5546 -0.6033
5 C 0.4286 0.0464 -1.8556
6 C 0.6312 -0.6803 -2.8102
7 H -1.6695 0.2696 3.6199
8 H 0.8546 -1.1428 0.5056
9 H 1.5815 0.3908 0.9159
10 H -0.9710 0.2250 -1.2625
11 H -0.2730 1.5972 -0.4339
12 H 0.0862 -1.3793 -3.4065

Values from the calculation:
Molar mass in g/mol: 78.1
Total energy in eV: -6313.4337
SMILES: C#CCCC#C
Charge: 0
Relative energy (zero: lowest compared OMol25 entry of this formula, charge and spin) in kcal per mole: 132.98
Kohn-Sham gap in eV: 10.12

Here are the natural (NBO) charges for atoms 1 to 5, given in e:
1 C -0.231
2 C -0.017
3 C -0.472
4 C -0.463
5 C -0.053

Entry from the Open Molecules 2025 dataset: the molecule C6H6 in a non-equilibrium geometry (ωB97M-V/def2-TZVPD).

Cartesian coordinates (Å):
1 C 1.4275 -0.3858 -0.0345
2 C 0.4661 -1.4034 0.0249
3 C -1.0460 -1.0426 0.0787
4 C -1.4480 0.2994 0.0486
5 C -0.3815 1.4286 -0.0460
6 C 0.9815 1.1045 -0.0719
7 H 2.5455 -0.4351 -0.0659
8 H 0.5788 -2.5172 0.0436
9 H -1.6455 -1.9861 0.1403
10 H -2.4676 0.7603 0.0850
11 H -0.9006 2.4198 -0.0838
12 H 1.8896 1.7577 -0.1190

Values from the calculation:
Molar mass in g/mol: 78.1
Total energy in eV: -6317.3877
SMILES: c1ccccc1
Charge: 0
Relative energy (zero: lowest compared OMol25 entry of this formula, charge and spin) in kcal per mole: 41.80
Kohn-Sham gap in eV: 10.41

Here are the natural (NBO) charges for atoms 1 to 5, given in e:
1 C -0.221
2 C -0.221
3 C -0.227
4 C -0.209
5 C -0.225

Entry from the Open Molecules 2025 dataset: a cluster of 23 separate species, C6H60NO24 in total in a non-equilibrium geometry (ωB97M-V/def2-TZVPD).

Cartesian coordinates (Å):
1 C -29.6450 20.9268 37.5848
2 O -28.5324 21.0337 36.7347
3 C -28.6299 20.6612 35.3796
4 C -27.1716 20.5955 34.8411
5 N -27.1544 20.2225 33.4377
6 H -27.5207 19.2419 33.5017
7 H -27.7791 20.8705 32.9565
8 C -25.9842 20.1516 32.6790
9 C -26.2395 19.4313 31.3200
10 O -25.1331 19.8477 30.5521
11 C -25.0361 19.1008 29.3871
12 H -30.4872 21.5570 37.1374
13 H -29.4385 21.4507 38.4105
14 H -30.1717 19.9971 37.6560
15 H -29.3481 21.4610 34.9660
16 H -29.0939 19.6291 35.2590
17 H -26.6658 19.8907 35.4618
18 H -26.7195 21.4407 35.1755
19 H -25.1660 19.7704 33.3362
20 H -25.5398 21.1157 32.6515
21 H -27.1106 19.6809 30.8254
22 H -26.1832 18.3001 31.4790
23 H -24.3917 19.6371 28.7443
24 H -25.8796 19.2832 28.6845
25 H -25.0647 17.9763 29.5193
26 O -29.4895 21.0188 32.2606
27 H -29.3578 21.3591 31.4474
28 H -30.3728 20.6920 32.3130
29 O -27.5044 19.3385 26.2264
30 H -27.2628 18.3435 26.1320
31 H -28.0833 19.6338 25.5500
32 O -27.3823 23.6050 33.3218
33 H -27.3011 24.0740 32.5415
34 H -26.8445 24.0361 33.8529
35 O -28.5349 21.7443 30.0962
36 H -27.8449 22.2914 29.6366
37 H -28.6539 21.0256 29.7834
38 O -30.8640 17.5926 34.5721
39 H -31.1902 17.4323 35.5524
40 H -31.3011 17.0083 34.1345
41 O -24.4718 15.8130 31.1691
42 H -23.7208 15.8817 30.6418
43 H -24.3968 14.9495 31.2961
44 O -28.5503 19.4747 28.8701
45 H -28.4603 18.5759 29.2818
46 H -28.3641 19.2020 27.9332
47 O -26.4865 18.8734 38.1915
48 H -26.5858 19.8647 38.1807
49 H -25.6289 18.8607 37.8097
50 O -30.8836 20.1020 40.3495
51 H -31.7024 20.5243 40.4132
52 H -30.4345 20.8849 40.8341
53 O -23.0406 18.2379 34.3896
54 H -22.7681 17.7114 33.7024
55 H -24.0848 18.1949 34.4343
56 O -28.3176 17.7708 33.0972
57 H -29.2361 17.6771 33.5582
58 H -28.2172 16.9735 32.5908
59 O -30.1216 17.7121 39.5575
60 H -30.3550 18.5344 39.6844
61 H -29.7184 17.6024 38.6690
62 O -27.4240 15.7828 30.8293
63 H -27.4596 14.8196 31.1184
64 H -26.4132 15.8660 30.8574
65 O -25.6639 17.5740 34.6449
66 H -26.0386 16.8749 34.0040
67 H -25.4021 17.2346 35.4074
68 O -29.7584 24.3837 34.7698
69 H -29.2344 24.4444 35.6387
70 H -28.8934 24.0530 34.3081
71 O -33.0951 22.7556 37.5760
72 H -32.5680 23.6049 37.5843
73 H -32.8311 22.1896 36.8872
74 O -23.7911 22.4486 30.2694
75 H -24.6544 23.0304 30.5090
76 H -24.0033 21.4206 30.3901
77 O -29.7844 24.6209 38.3408
78 H -29.0153 24.1607 37.7197
79 H -29.6332 24.6773 39.1992
80 O -27.4326 22.5104 39.7500
81 H -27.8786 22.2355 40.4197
82 H -26.4830 22.0390 39.9862
83 O -27.9060 23.6252 36.8697
84 H -26.8816 23.6497 36.4242
85 H -28.1058 22.6048 37.2576
86 O -25.5616 20.8407 27.4726
87 H -24.8661 20.5640 26.9767
88 H -26.3079 20.4086 27.0227
89 O -21.5965 20.6905 33.4055
90 H -20.7408 20.7642 33.8290
91 H -22.3172 20.2806 33.9588

Values from the calculation:
Molar mass in g/mol: 530.5
Total energy in eV: -57810.3212
Charge: +1
Relative energy (zero: lowest compared OMol25 entry of this formula, charge and spin) in kcal per mole: 62.24
Kohn-Sham gap in eV: 9.45

Here are the Mulliken charges for atoms 1 to 5, given in e:
1 C -0.908
2 O 0.177
3 C 0.401
4 C -1.609
5 N 0.963